Entry one
51
Properties=species:S:1:pos:R:3:nbo_charge:R:1 method="wB97M-V/def2-TZVPD" molar_mass_g_mol=242.45 e_homo_ev=-9.30 orbital_gap_ev=10.226
C 6.37 0.30 2.20 -0.629
H 5.45 -0.31 2.43 0.202
C 6.00 1.12 0.78 -0.383
C 5.98 0.19 -0.29 -0.445
C 4.69 -0.48 -0.19 -0.382
C 3.74 -0.15 -1.23 -0.385
C 3.20 1.11 -0.81 -0.374
C 2.32 1.41 0.32 -0.347
C 1.16 0.44 0.39 -0.392
C 0.01 0.64 -0.59 -0.384
C -1.13 -0.27 -0.62 -0.338
C -2.16 0.15 -1.60 -0.360
C -3.52 -0.72 -1.22 -0.311
C -4.33 -0.65 -0.21 -0.431
C -5.60 -1.31 -0.13 -0.440
C -6.35 -1.37 1.18 -0.404
C -7.21 0.04 1.33 0.031
O -8.04 0.15 0.16 -0.766
H -8.79 -0.49 -0.02 0.474
H -7.67 0.06 2.09 0.118
H -6.44 1.01 1.06 0.163
H -5.66 -1.48 1.94 0.204
H -7.15 -2.13 1.09 0.202
H -6.13 -1.34 -1.02 0.231
H -5.34 -2.28 -0.43 0.204
H -4.65 0.46 -0.11 0.193
H -3.75 -0.83 0.94 0.177
H -4.15 -0.68 -2.43 0.183
H -3.07 -2.00 -1.35 0.146
H -1.84 -0.15 -2.43 0.189
H -2.59 1.13 -1.53 0.209
H -0.90 -1.16 -0.46 0.195
H -1.63 -0.06 0.53 0.132
H 0.47 0.47 -1.50 0.180
H -0.20 1.69 -0.52 0.188
H 0.62 0.38 1.22 0.195
H 1.41 -0.53 0.30 0.183
H 3.01 0.79 1.20 0.175
H 1.98 2.29 0.47 0.205
H 2.57 1.47 -1.88 0.150
H 3.84 1.83 -0.80 0.190
H 4.30 -0.27 -2.35 0.206
H 2.97 -0.86 -1.35 0.208
H 4.36 -0.72 0.80 0.216
H 5.07 -1.60 -0.72 0.176
H 5.95 0.75 -1.18 0.209
H 6.81 -0.55 -0.18 0.212
H 6.85 1.78 0.84 0.196
H 5.21 1.81 0.86 0.202
H 7.47 -0.23 2.07 0.214
H 6.47 1.14 2.95 0.208

=====

Entry two
51
Properties=species:S:1:pos:R:3:nbo_charge:R:1 method="wB97M-V/def2-TZVPD" molar_mass_g_mol=242.45 smiles=CCCCCCCCCCCCCCCCO e_homo_ev=-10.04 orbital_gap_ev=11.063
C -1.99 -5.20 7.40 -0.600
C -0.74 -4.59 6.78 -0.387
C -1.08 -3.56 5.71 -0.387
C 0.17 -2.95 5.09 -0.385
C -0.17 -1.92 4.01 -0.384
C 1.08 -1.30 3.39 -0.383
C 0.74 -0.27 2.32 -0.391
C 2.00 0.34 1.70 -0.385
C 1.70 1.46 0.70 -0.385
C 1.03 0.97 -0.58 -0.391
C 0.85 2.10 -1.59 -0.383
C 0.18 1.61 -2.87 -0.384
C 0.00 2.74 -3.89 -0.384
C -0.66 2.25 -5.17 -0.395
C -0.86 3.38 -6.18 -0.417
C -1.42 2.87 -7.51 -0.054
O -0.57 1.95 -8.15 -0.717
H -2.61 -4.43 7.86 0.200
H -2.59 -5.70 6.64 0.200
H -1.73 -5.93 8.16 0.207
H -0.13 -5.39 6.34 0.192
H -0.15 -4.12 7.57 0.192
H -1.68 -4.04 4.93 0.192
H -1.69 -2.77 6.15 0.192
H 0.78 -3.74 4.65 0.192
H 0.77 -2.47 5.87 0.192
H -0.76 -2.40 3.23 0.192
H -0.78 -1.13 4.45 0.192
H 1.69 -2.09 2.95 0.193
H 1.68 -0.83 4.18 0.192
H 0.15 -0.75 1.54 0.194
H 0.14 0.52 2.76 0.192
H 2.58 -0.44 1.21 0.192
H 2.62 0.75 2.51 0.197
H 2.65 1.95 0.44 0.197
H 1.07 2.21 1.18 0.192
H 1.64 0.18 -1.02 0.192
H 0.05 0.55 -0.34 0.194
H 1.83 2.52 -1.83 0.192
H 0.25 2.89 -1.14 0.192
H 0.78 0.82 -3.32 0.194
H -0.80 1.19 -2.63 0.193
H 0.97 3.17 -4.12 0.191
H -0.61 3.53 -3.44 0.191
H -0.05 1.47 -5.63 0.207
H -1.64 1.82 -4.94 0.194
H 0.10 3.87 -6.37 0.187
H -1.54 4.13 -5.78 0.204
H -2.35 2.32 -7.34 0.174
H -1.64 3.72 -8.17 0.155
H 0.29 2.36 -8.26 0.460

=====

entry two (15.161 eV below the next structure)

=====

Entry one
19
Properties=species:S:1:pos:R:3:nbo_charge:R:1 method="wB97M-V/def2-TZVPD" molar_mass_g_mol=140.27 smiles=CCSSCC.O e_homo_ev=-8.70 orbital_gap_ev=9.389
C 1.50 -1.67 -1.20 -0.626
C 1.45 -0.73 -0.02 -0.542
S 0.90 0.96 -0.31 0.094
S -1.14 0.90 -0.06 0.082
C -1.79 0.94 -1.75 -0.543
C -2.96 1.94 -1.88 -0.616
H 1.94 -2.65 -1.00 0.217
H 0.56 -1.81 -1.75 0.214
H 2.11 -1.18 -1.97 0.206
H 0.89 -1.19 0.78 0.225
H 2.42 -0.53 0.41 0.217
H -2.05 -0.03 -2.17 0.208
H -0.94 1.28 -2.34 0.224
H -2.61 2.94 -2.04 0.218
H -3.67 1.55 -2.61 0.214
H -3.49 1.89 -0.92 0.208
O 2.11 -3.29 4.93 -0.934
H 2.77 -2.59 4.87 0.467
H 2.63 -4.10 4.86 0.467

=====

Entry two
19
Properties=species:S:1:pos:R:3:nbo_charge:R:1 method="wB97M-V/def2-TZVPD" molar_mass_g_mol=140.27 smiles=CCSCSC.O e_homo_ev=-8.57 orbital_gap_ev=9.132
C -0.55 0.58 2.80 -0.613
C -0.28 0.68 1.33 -0.547
S 1.45 0.30 1.03 0.173
C 1.46 -1.11 -0.18 -0.665
S 0.40 -1.02 -1.68 0.171
C 1.51 0.01 -2.73 -0.746
H -1.62 0.78 2.96 0.214
H 0.03 1.22 3.48 0.210
H -0.35 -0.48 3.05 0.210
H -0.44 1.66 0.85 0.220
H -0.98 -0.04 0.87 0.239
H 1.14 -2.05 0.31 0.225
H 2.48 -1.27 -0.58 0.236
H 1.90 0.85 -2.13 0.228
H 0.83 0.41 -3.50 0.227
H 2.35 -0.50 -3.22 0.216
O -3.29 0.08 -0.54 -0.945
H -3.13 0.69 -1.29 0.473
H -2.91 -0.78 -0.82 0.474

=====

Entry three
19
Properties=species:S:1:pos:R:3:nbo_charge:R:1 method="wB97M-V/def2-TZVPD" molar_mass_g_mol=140.27 smiles=CCSSCC.O e_homo_ev=-8.50 orbital_gap_ev=9.170
C 0.75 0.33 -2.19 -0.636
C -0.70 0.68 -2.73 -0.441
S -1.75 1.29 -1.13 0.004
S -1.90 -0.46 -0.08 0.053
C -0.54 -0.23 1.15 -0.519
C -0.49 -1.52 1.89 -0.649
H 1.44 -0.06 -2.96 0.211
H 0.70 -0.47 -1.46 0.206
H 1.20 1.25 -1.77 0.220
H -1.28 -0.18 -3.14 0.221
H -0.66 1.57 -3.37 0.212
H 0.32 -0.13 0.47 0.225
H -0.83 0.66 1.70 0.238
H 0.37 -1.70 2.52 0.212
H -0.53 -2.36 1.14 0.218
H -1.52 -1.80 2.45 0.220
O 1.70 1.18 2.20 -0.955
H 1.65 0.24 2.38 0.476
H 2.07 1.71 2.90 0.482

=====

entry one (0.319 eV below the next structure)

=====

Entry one
18
Properties=species:S:1:pos:R:3:nbo_charge:R:1 method="wB97M-V/def2-TZVPD" total_charge=-1 molar_mass_g_mol=107.13 e_homo_ev=-3.49 orbital_gap_ev=6.623
C -0.42 2.51 -0.05 -0.062
O -1.39 3.08 -0.89 -0.746
C -0.14 1.06 -0.74 -0.415
C 0.52 0.28 0.53 -0.429
C 0.78 -1.15 0.25 -0.033
O -0.33 -1.91 0.45 -0.910
H 0.51 3.10 0.21 0.177
H -0.81 2.28 1.01 0.143
H -2.43 2.59 -0.74 0.468
H 0.51 1.38 -1.52 0.187
H -1.01 0.49 -1.04 0.213
H 1.48 0.72 0.83 0.175
H -0.26 0.29 1.27 0.207
H 1.60 -1.46 0.95 0.101
H 1.11 -1.38 -0.83 0.101
H 0.45 -4.26 -0.55 0.421
H -0.13 -3.24 0.55 0.501
O -0.03 -4.38 0.33 -1.100

=====

Entry two
18
Properties=species:S:1:pos:R:3:nbo_charge:R:1 method="wB97M-V/def2-TZVPD" total_charge=-1 molar_mass_g_mol=107.13 e_homo_ev=-3.71 orbital_gap_ev=3.104
C -0.10 -1.05 1.06 -0.357
C 0.18 0.30 0.51 -0.330
C -0.03 0.55 -0.99 -0.586
O -1.66 0.86 1.92 -0.888
C 0.91 -2.14 0.37 -0.046
O 2.23 -1.72 0.51 -0.583
H -1.09 -1.24 0.87 0.224
H 0.07 -1.09 2.13 0.227
H -0.44 0.97 1.02 0.346
H 1.25 0.52 0.73 0.223
H 0.76 1.22 -1.24 0.260
H -0.92 1.10 -1.25 0.261
H -2.19 1.64 2.04 0.432
H 0.63 -2.19 -0.74 0.177
H 0.76 -3.08 0.93 0.154
H -0.08 3.21 -3.46 0.397
H -0.02 -0.36 -1.51 0.201
O -0.25 2.48 -2.88 -1.111

=====

entry one (6.258 eV below the next structure)

=====

Entry one
18
Properties=species:S:1:pos:R:3:mulliken_charge:R:1 method="wB97M-V/def2-TZVPD" total_charge=-1 molar_mass_g_mol=107.13 e_homo_ev=-4.48 orbital_gap_ev=7.277
C 3.30 -0.15 -0.44 -0.452
O 3.52 -0.73 0.76 -0.836
C 1.92 0.51 -0.41 -0.291
C 0.85 -0.29 0.04 0.261
C -0.56 0.25 0.09 -1.170
O -3.29 -0.26 1.50 -0.893
H 4.04 0.63 -0.70 0.273
H 3.29 -0.87 -1.29 0.178
H 1.79 1.55 -0.67 0.398
H 1.57 0.39 0.79 0.101
H 1.06 -1.34 0.13 0.475
H -1.30 -0.48 0.43 0.386
H -0.61 1.08 0.79 0.312
H -0.89 0.55 -0.91 0.324
H -4.02 -0.80 1.76 0.202
H -4.07 0.23 -1.23 0.192
H -3.37 -0.17 0.30 0.447
O -3.23 -0.10 -0.93 -0.908

=====

Entry two
18
Properties=species:S:1:pos:R:3:nbo_charge:R:1 method="wB97M-V/def2-TZVPD" total_charge=-1 molar_mass_g_mol=107.13 e_homo_ev=-3.33 orbital_gap_ev=7.375
C 0.49 -1.60 -0.30 -0.428
C 0.56 -0.79 0.99 -0.417
C 0.63 0.80 0.94 -0.026
O -0.23 1.30 0.00 -0.955
C -0.51 -1.12 -1.40 -0.082
O 0.19 -1.01 -2.64 -0.753
H 1.49 -1.71 -0.77 0.195
H 0.24 -2.63 0.03 0.179
H 1.49 -1.13 1.57 0.164
H -0.28 -0.94 1.66 0.176
H 0.33 1.10 1.96 0.122
H 1.65 1.06 0.60 0.096
H -0.98 -0.18 -1.20 0.240
H -1.31 -1.86 -1.48 0.135
H 0.66 -0.17 -2.62 0.468
H -0.82 2.55 0.50 0.508
H -2.26 3.04 1.09 0.436
O -1.32 3.27 1.07 -1.058

=====

Entry three
18
Properties=species:S:1:pos:R:3:nbo_charge:R:1 method="wB97M-V/def2-TZVPD" total_charge=-1 molar_mass_g_mol=107.13 e_homo_ev=-3.53 orbital_gap_ev=7.584
C 0.60 -1.56 -0.51 -0.433
C 0.27 -1.03 0.90 -0.430
C 0.66 0.46 1.09 -0.008
O -0.19 1.32 0.49 -0.973
C -0.27 -0.87 -1.59 -0.083
O 0.52 -0.13 -2.52 -0.749
H 1.65 -1.38 -0.80 0.198
H 0.59 -2.66 -0.49 0.179
H 0.64 -1.70 1.67 0.175
H -0.83 -1.02 0.98 0.188
H 0.69 0.59 2.21 0.089
H 1.70 0.60 0.69 0.091
H -0.95 -0.22 -1.05 0.215
H -0.80 -1.62 -2.19 0.144
H 0.68 0.70 -2.07 0.479
H -0.94 2.60 0.84 0.518
H -2.37 2.64 1.16 0.439
O -1.65 3.29 1.18 -1.038

=====

entry three (0.355 eV below the next structure)

=====

Entry one
13
Properties=species:S:1:pos:R:3:nbo_charge:R:1 method="wB97M-V/def2-TZVPD" total_charge=+1 molar_mass_g_mol=95.05 e_homo_ev=-15.86 orbital_gap_ev=11.957
Na -0.33 0.23 0.32 0.931
O 1.08 0.59 1.41 -0.974
H 1.10 0.12 2.24 0.492
H 1.43 1.46 1.61 0.501
O 0.54 1.46 -0.77 -0.974
H 1.04 2.25 -0.55 0.492
H 0.65 1.36 -1.72 0.501
O 0.19 -1.20 -0.95 -0.953
H -0.06 -1.88 -0.32 0.465
H 0.01 -1.60 -1.80 0.501
O -1.82 -0.54 0.19 -0.949
H -1.59 -1.20 0.85 0.464
H -2.23 -1.05 -0.51 0.504

=====

Entry two
13
Properties=species:S:1:pos:R:3:nbo_charge:R:1 method="wB97M-V/def2-TZVPD" total_charge=+1 molar_mass_g_mol=95.05 e_homo_ev=-15.31 orbital_gap_ev=11.766
Na 0.52 0.20 0.57 0.976
O 0.50 -1.67 2.01 -0.988
H 0.72 -2.54 1.69 0.494
H 0.33 -1.78 2.94 0.501
O -0.48 2.34 1.14 -0.990
H -0.50 2.96 1.87 0.500
H -0.94 2.79 0.43 0.497
O 0.63 1.04 -2.19 -0.959
H 0.47 1.05 -3.13 0.496
H 1.55 0.80 -2.11 0.467
O -0.82 -1.39 -0.91 -0.972
H -0.27 -2.09 -1.27 0.481
H -1.71 -1.71 -1.03 0.497

=====

entry two (3.912 eV below the next structure)

=====

Entry one
19
Properties=species:S:1:pos:R:3:nbo_charge:R:1 method="wB97M-V/def2-TZVPD" molar_mass_g_mol=149.28 smiles="CSC(=S)C[C@H](C)N" e_homo_ev=-8.16 orbital_gap_ev=8.385
C 3.46 -0.10 -0.53 -0.770
S 2.02 -0.77 0.28 0.330
C 0.90 0.54 0.51 -0.300
S 1.16 2.06 0.00 0.008
C -0.36 0.05 1.20 -0.490
C -1.67 0.00 0.31 -0.016
C -1.75 -1.24 -0.62 -0.625
N -1.81 1.26 -0.47 -0.835
H 3.87 0.74 0.04 0.245
H 4.14 -0.98 -0.60 0.237
H 3.18 0.21 -1.56 0.239
H -0.13 -0.95 1.53 0.215
H -0.57 0.62 2.11 0.236
H -2.47 -0.11 1.04 0.166
H -1.68 -2.10 0.09 0.212
H -0.94 -1.19 -1.39 0.221
H -2.72 -1.27 -1.12 0.210
H -2.67 1.16 -0.99 0.352
H -1.96 2.07 0.17 0.364

=====

Entry two
19
Properties=species:S:1:pos:R:3:nbo_charge:R:1 method="wB97M-V/def2-TZVPD" molar_mass_g_mol=149.28 e_homo_ev="-7.18 / -7.18" orbital_gap_ev="7.250 / 7.249"
C -1.99 -0.59 -0.36 -0.093
C -2.12 -1.98 0.19 -0.679
C 1.25 1.72 0.99 -0.610
C 1.04 0.05 -1.00 -0.620
C 0.65 0.44 0.41 -0.075
N -0.77 0.58 0.72 -0.614
S -3.35 0.59 -0.06 0.067
S -1.74 1.90 0.22 0.245
H -1.62 -0.29 -1.35 0.210
H -1.25 -2.53 -0.05 0.226
H -3.04 -2.29 -0.27 0.234
H -2.08 -1.99 1.26 0.247
H 2.13 2.06 0.41 0.217
H 0.44 2.42 1.16 0.217
H 1.68 1.53 2.04 0.218
H 0.63 0.67 -1.74 0.208
H 0.71 -0.89 -1.31 0.202
H 2.06 0.08 -1.01 0.210
H 0.95 -0.35 1.02 0.191

=====

entry one (3.334 eV below the next structure)